(1)
{"formula": "C30H46BrCdN6O", "method": "ωB97M-V/def2-TZVPD", "lumo_ev": -2.30, "homo_energy_ev": -9.67, "e_tot_ev": -117444.2388, "gap_ev": 7.37, "charge": 1, "symbols": ["Cd", "C", "C", "C", "C", "C", "C", "C", "Br", "C", "O", "C", "C", "C", "C", "C", "C", "H", "H", "H", "H", "H", "H", "H", "H", "H", "H", "H", "H", "H", "H", "H", "H", "H", "H", "H", "H", "N", "C", "H", "C", "N", "C", "C", "C", "C", "C", "C", "C", "C", "H", "H", "H", "H", "H", "H", "H", "H", "H", "H", "H", "H", "H", "C", "N", "C", "N", "C", "N", "C", "N", "C", "C", "H", "H", "H", "H", "H", "H", "H", "H", "H", "H", "H", "H"], "xyz": [[10.5188, 11.7782, 10.5810], [8.7309, 7.5137, 16.8829], [7.4906, 7.9284, 16.0841], [6.5888, 6.7058, 15.9206], [6.7285, 9.0057, 16.8667], [7.9466, 8.4877, 14.7392], [8.8261, 9.5726, 14.7096], [9.3088, 10.0384, 13.5046], [10.5916, 11.4857, 13.5825], [8.9554, 9.5037, 12.2455], [9.5330, 9.9280, 11.1320], [8.0057, 8.4526, 12.2720], [7.5618, 7.9794, 13.5127], [7.4472, 7.7530, 11.0266], [7.8484, 8.3870, 9.6888], [5.9053, 7.7813, 11.0788], [7.9181, 6.2953, 11.0221], [8.4311, 7.1174, 17.8442], [9.3901, 8.3565, 17.0661], [9.3033, 6.7512, 16.3509], [6.3214, 6.3154, 16.9027], [7.0808, 5.8991, 15.3771], [5.6587, 6.9564, 15.4047], [6.4313, 8.6225, 17.8397], [5.8263, 9.3251, 16.3412], [7.3282, 9.8921, 17.0273], [9.1381, 10.0386, 15.6247], [6.8629, 7.1601, 13.5178], [7.5911, 9.4445, 9.6420], [7.3098, 7.8429, 8.9090], [8.9230, 8.3259, 9.5006], [5.5461, 8.8074, 11.1053], [5.4969, 7.2669, 11.9535], [5.4950, 7.2999, 10.1875], [9.0109, 6.2305, 10.9725], [7.5189, 5.7672, 10.1589], [7.6069, 5.7584, 11.9184], [10.2934, 11.7277, 6.9177], [9.9724, 11.8036, 8.0260], [10.5477, 11.6664, 5.9519], [13.8136, 7.4567, 10.4029], [13.0242, 8.0136, 11.5432], [13.7320, 7.9408, 12.8571], [12.4624, 9.3908, 11.2548], [13.3770, 10.5501, 10.9471], [14.7522, 10.5792, 11.1244], [15.4712, 11.7540, 10.9264], [14.8088, 12.9105, 10.5408], [13.4322, 12.8673, 10.3392], [12.6846, 11.7134, 10.5498], [14.1072, 6.4374, 10.6688], [14.6865, 8.0859, 10.2542], [13.1576, 7.4608, 9.5332], [12.1765, 7.4427, 11.6284], [14.6106, 8.5815, 12.8267], [14.0020, 6.9026, 13.0176], [13.0252, 8.2881, 13.6155], [11.8445, 9.6030, 12.1324], [11.7452, 9.1918, 10.4541], [15.3120, 9.6996, 11.4263], [16.5413, 11.7628, 11.0885], [15.3479, 13.8334, 10.3882], [12.9325, 13.7809, 10.0298], [7.6635, 13.3758, 10.2921], [8.9974, 13.6865, 10.8983], [9.5831, 14.8200, 10.1266], [8.7277, 15.9816, 10.0936], [7.4385, 15.6021, 9.5044], [6.7939, 14.5391, 10.2690], [6.5972, 15.0091, 11.6494], [7.8693, 15.3698, 12.2729], [8.7357, 14.2035, 12.2822], [8.4955, 16.4242, 11.4722], [7.1951, 12.5757, 10.8689], [7.8183, 13.0047, 9.2754], [9.7538, 14.4652, 9.1038], [10.5541, 15.0639, 10.5822], [7.5863, 15.2679, 8.4739], [6.7918, 16.4763, 9.5055], [6.1054, 14.2232, 12.2307], [5.9361, 15.8854, 11.6487], [8.2911, 13.3914, 12.8688], [9.6976, 14.4507, 12.7415], [9.4424, 16.7160, 11.9269], [7.8371, 17.3018, 11.4647]], "atomic_forces_ev_per_a": [[-0.5, 0.2, 0.2], [0.0, 0.0, -0.2], [0.0, 0.0, -0.1], [-0.1, 0.0, 0.0], [-0.2, -0.1, -0.1], [0.3, 0.4, 0.0], [-0.2, -0.2, -0.2], [-0.1, 0.0, 0.2], [-0.2, -0.2, 0.1], [0.4, 0.2, -0.4], [-0.3, 0.1, 0.2], [0.1, 0.0, 0.2], [0.0, 0.1, -0.2], [-0.1, 0.1, 0.0], [0.1, -0.1, 0.0], [0.0, -0.1, 0.1], [0.2, -0.1, 0.1], [0.0, -0.2, 0.3], [0.1, 0.1, 0.0], [0.0, 0.0, 0.0], [0.0, 0.0, 0.0], [0.1, 0.0, -0.1], [0.0, 0.0, 0.0], [0.0, -0.1, 0.2], [0.0, -0.1, -0.1], [0.2, 0.2, 0.1], [0.2, 0.2, 0.2], [-0.1, -0.1, -0.1], [-0.1, 0.0, 0.0], [0.1, 0.1, -0.1], [-0.2, -0.1, 0.0], [0.0, 0.1, 0.0], [0.1, 0.0, -0.1], [0.0, 0.0, 0.0], [0.0, 0.1, 0.0], [-0.1, -0.1, -0.1], [-0.1, 0.0, 0.0], [-0.1, 0.0, 0.1], [0.2, 0.0, 0.0], [0.0, 0.0, 0.0], [-0.2, -0.1, 0.4], [0.1, 0.3, -0.1], [-0.3, 0.0, -0.1], [-0.4, -0.6, 0.1], [-0.3, 0.3, 0.0], [0.2, -0.1, 0.0], [-0.1, 0.2, 0.0], [0.0, -0.4, 0.0], [0.1, 0.1, 0.1], [0.0, -0.1, 0.0], [0.0, 0.2, -0.2], [-0.1, -0.1, -0.1], [0.2, 0.0, 0.0], [0.2, 0.0, 0.1], [-0.2, -0.2, 0.1], [0.1, 0.0, 0.2], [0.3, -0.1, 0.0], [0.1, 0.1, -0.1], [0.1, 0.3, 0.0], [0.0, 0.1, 0.0], [0.0, 0.0, 0.0], [0.1, 0.0, 0.0], [0.0, 0.0, 0.0], [0.0, 0.0, 0.0], [-0.1, -0.1, -0.1], [0.3, -0.3, -0.2], [0.1, 0.1, 0.0], [0.1, 0.0, 0.1], [-0.1, -0.2, 0.1], [-0.2, 0.0, -0.1], [0.1, -0.2, 0.1], [0.2, -0.3, 0.1], [-0.2, 0.2, 0.0], [0.1, 0.0, 0.1], [0.0, 0.1, 0.0], [0.0, 0.1, 0.1], [-0.2, 0.1, -0.1], [0.0, 0.0, 0.1], [-0.1, 0.1, -0.1], [0.1, 0.0, 0.0], [0.2, -0.2, -0.1], [0.0, 0.2, -0.1], [-0.1, 0.1, -0.1], [0.1, -0.1, 0.0], [0.1, -0.2, 0.0]], "lowdin_charge": [1.273, -0.047, -0.558, -0.061, -0.041, -0.175, -0.097, -0.532, 0.775, -0.410, -0.346, -0.093, 0.012, -0.535, -0.072, -0.044, -0.046, 0.083, 0.074, 0.091, 0.088, 0.087, 0.089, 0.086, 0.092, 0.074, 0.095, 0.092, 0.075, 0.084, 0.069, 0.089, 0.078, 0.086, 0.079, 0.085, 0.080, 0.126, -0.063, 0.098, 0.027, -0.177, 0.031, -0.144, -0.271, -0.072, -0.074, -0.084, -0.158, -0.229, 0.110, 0.093, 0.114, 0.181, 0.091, 0.106, 0.117, 0.057, 0.112, 0.083, 0.108, 0.105, 0.074, -0.189, -0.159, -0.210, -0.086, -0.161, -0.086, -0.157, -0.085, -0.207, -0.159, 0.129, 0.095, 0.103, 0.124, 0.131, 0.129, 0.132, 0.133, 0.108, 0.111, 0.129, 0.134]}

***

(2)
{"formula": "C30H46IrNO6PS2", "method": "ωB97M-V/def2-TZVPD", "multiplicity": 2, "lumo_ev": [-0.87, -0.93], "homo_energy_ev": [-7.00, -7.79], "relative_energy_kcal_mol": 42.5, "e_tot_ev": -79428.1766, "gap_ev": [6.13, 6.86], "charge": 0, "symbols": ["Ir", "C", "C", "C", "C", "C", "C", "C", "C", "C", "C", "C", "C", "H", "H", "H", "H", "H", "H", "H", "H", "H", "H", "H", "H", "H", "H", "H", "H", "H", "H", "O", "C", "C", "C", "C", "C", "C", "C", "O", "N", "O", "O", "H", "H", "H", "H", "C", "C", "C", "C", "C", "H", "H", "H", "H", "H", "H", "H", "H", "H", "H", "C", "C", "C", "O", "P", "S", "S", "O", "C", "C", "C", "H", "H", "H", "H", "H", "H", "H", "H", "H", "H", "H", "H", "H", "H"], "xyz": [[-0.1125, -0.5693, 0.1438], [2.3133, -3.1924, -1.1611], [1.5708, -3.0093, 0.1347], [0.1582, -2.9808, 0.0955], [-0.5372, -3.3944, -1.1805], [-0.5546, -2.9506, 1.3296], [-2.0652, -2.9410, 1.3267], [0.1250, -3.0556, 2.5407], [-0.6750, -3.1535, 3.8162], [1.5341, -3.0585, 2.5629], [2.2694, -3.0181, 3.8826], [2.2520, -3.0347, 1.3647], [3.7579, -3.1362, 1.3522], [1.9881, -2.4798, -1.9162], [2.1181, -4.1938, -1.5564], [3.3862, -3.0806, -1.0490], [-0.4556, -4.4820, -1.2752], [-0.0903, -2.9505, -2.0666], [-1.5926, -3.1406, -1.1861], [-2.4696, -2.4224, 0.4591], [-2.4624, -2.4438, 2.2083], [-2.4606, -3.9610, 1.3066], [-1.0798, -2.1834, 4.1187], [-0.0846, -3.5404, 4.6408], [-1.5211, -3.8285, 3.6908], [2.6028, -4.0091, 4.2010], [1.6498, -2.6086, 4.6752], [3.1528, -2.3850, 3.8201], [4.2197, -2.2565, 0.8999], [4.0793, -3.9977, 0.7654], [4.1747, -3.2579, 2.3462], [-0.6199, 0.2666, 2.4110], [-1.0765, 1.5224, 2.6767], [-1.5985, 2.3712, 1.6855], [-2.0090, 3.6601, 2.0924], [-2.5050, 4.5560, 1.1771], [-2.6281, 4.2481, -0.1733], [-2.2233, 2.9987, -0.5932], [-1.6988, 2.0488, 0.2888], [-1.4356, 0.8607, -0.2119], [-2.9155, 5.8840, 1.6434], [-2.7956, 6.1346, 2.8280], [-3.3904, 6.6478, 0.8245], [-0.9866, 1.8419, 3.7071], [-1.9387, 3.9469, 3.1320], [-3.0297, 4.9776, -0.8599], [-2.3095, 2.7130, -1.6312], [1.5340, 2.4422, 1.2163], [1.7955, 1.1258, 1.9485], [2.0296, 1.3980, 3.4464], [3.0888, 0.4860, 1.4276], [0.7288, 0.0372, 1.8394], [2.4874, 2.9505, 1.0576], [0.9002, 3.1111, 1.7941], [1.0750, 2.2853, 0.2380], [2.8407, 2.1198, 3.5626], [2.3165, 0.4848, 3.9729], [1.1508, 1.8148, 3.9361], [3.9208, 1.1707, 1.6008], [3.0548, 0.2613, 0.3608], [3.3009, -0.4409, 1.9633], [1.0973, -0.8302, 2.3886], [-2.7914, -0.7840, -4.4896], [-2.5784, -0.3382, -3.0574], [-3.5569, -0.9718, -2.0936], [-1.2530, -0.7051, -2.5868], [0.1031, -0.1249, -3.2193], [0.8905, -1.1585, -4.6436], [1.3085, 0.0044, -1.5421], [-0.3609, 1.3540, -3.6265], [0.5043, 2.5189, -3.6245], [1.7855, 2.2742, -4.3936], [-0.3078, 3.6521, -4.2178], [-3.7996, -0.5046, -4.8002], [-2.6871, -1.8667, -4.5724], [-2.0798, -0.3192, -5.1703], [-2.6476, 0.7477, -2.9860], [-3.5413, -2.0597, -2.1839], [-4.5665, -0.6278, -2.3207], [-3.3211, -0.6811, -1.0705], [0.7341, 2.7249, -2.5738], [1.5690, 2.0048, -5.4279], [2.3816, 1.4748, -3.9545], [2.3802, 3.1889, -4.3833], [-0.5279, 3.4519, -5.2673], [0.2549, 4.5837, -4.1522], [-1.2442, 3.7824, -3.6829]], "atomic_forces_ev_per_a": [[-0.5, 0.2, -0.5], [0.0, 0.0, 0.0], [0.0, 0.1, -0.1], [0.1, 0.1, 0.2], [0.0, 0.1, 0.0], [0.0, -0.4, 0.1], [0.0, 0.0, 0.0], [0.0, 0.0, 0.0], [0.0, 0.0, 0.0], [0.0, 0.1, -0.1], [0.0, 0.0, 0.0], [0.0, -0.1, 0.0], [0.0, 0.0, 0.0], [0.0, 0.0, 0.0], [0.0, 0.0, 0.0], [0.0, 0.0, 0.0], [0.0, 0.0, 0.0], [0.0, 0.0, 0.0], [0.0, 0.0, 0.0], [0.0, 0.0, 0.0], [0.0, 0.0, 0.0], [0.0, 0.0, 0.0], [0.0, 0.0, 0.0], [0.0, 0.0, 0.0], [0.0, 0.0, 0.0], [0.0, 0.0, 0.0], [0.0, 0.0, 0.0], [0.0, 0.0, 0.0], [0.0, 0.0, 0.0], [0.0, 0.0, 0.0], [0.0, 0.0, 0.0], [0.7, -0.5, 0.6], [-0.1, 0.0, -0.7], [0.1, 0.1, 0.1], [0.0, 0.0, -0.1], [0.1, 0.1, 0.1], [0.0, -0.1, -0.1], [0.0, 0.1, 0.0], [-0.2, 0.0, 0.3], [0.4, 0.0, -0.2], [-0.3, -0.1, 0.1], [0.1, 0.1, 0.0], [0.1, 0.0, 0.0], [-0.1, 0.0, 0.0], [0.0, 0.0, 0.0], [0.0, 0.0, 0.0], [0.0, 0.0, -0.1], [0.0, 0.0, -0.1], [0.0, -0.1, 0.3], [0.0, 0.1, 0.0], [0.0, 0.0, -0.1], [-0.4, 0.3, -0.1], [0.0, 0.0, 0.0], [0.0, 0.0, 0.0], [0.0, 0.0, 0.0], [0.0, 0.0, 0.0], [0.0, 0.0, 0.0], [0.0, 0.0, 0.0], [0.0, 0.0, 0.0], [0.0, 0.0, 0.0], [0.0, 0.0, 0.0], [0.0, 0.0, -0.1], [0.0, 0.0, 0.0], [0.0, 0.1, 0.0], [0.0, 0.0, 0.0], [0.1, -0.1, 0.0], [-0.1, 0.1, 0.1], [-0.1, 0.1, 0.1], [0.1, 0.0, 0.0], [-0.1, -0.2, 0.0], [0.0, 0.0, 0.1], [0.0, 0.0, 0.0], [0.1, -0.1, 0.0], [0.0, 0.0, 0.0], [0.0, 0.0, 0.0], [0.0, 0.0, 0.0], [0.0, 0.0, 0.0], [0.0, 0.0, 0.0], [0.0, 0.0, 0.0], [0.0, 0.0, 0.0], [0.0, 0.0, 0.0], [0.0, 0.0, 0.0], [0.0, 0.0, 0.0], [0.0, 0.0, 0.0], [0.0, 0.0, 0.0], [0.0, 0.0, 0.0], [-0.1, 0.0, 0.1]], "lowdin_spin": [0.015, 0.000, 0.001, 0.001, 0.000, -0.001, 0.000, 0.002, 0.000, -0.001, 0.000, 0.003, 0.000, 0.000, 0.000, 0.000, 0.000, 0.000, 0.000, 0.000, 0.000, 0.000, 0.000, 0.000, 0.000, 0.000, 0.000, 0.000, 0.000, 0.000, 0.000, 0.094, 0.434, 0.028, 0.114, 0.000, 0.115, -0.013, 0.093, 0.045, -0.004, -0.012, -0.002, 0.018, 0.004, 0.007, -0.004, 0.004, 0.003, 0.006, 0.002, 0.038, 0.000, 0.002, 0.001, 0.000, 0.000, 0.003, 0.000, 0.000, 0.000, 0.001, 0.000, 0.000, 0.000, 0.000, 0.000, 0.000, 0.002, 0.000, 0.000, 0.000, 0.000, 0.000, 0.000, 0.000, 0.000, 0.000, 0.000, 0.000, 0.000, 0.000, 0.000, 0.000, 0.000, 0.000, 0.000]}